Computed, not measured: the molecule C4H8N2 in a non-equilibrium geometry, with ωB97M-V/def2-TZVPD.

Geometry as XYZ:
```
14
Properties=species:S:1:pos:R:3:forces:R:3
C 1.671556 0.944413 -0.590245 0.16 0.00 -0.06
C -0.617409 0.157193 0.128420 -0.09 2.02 -0.42
C 0.852323 -0.140533 0.025692 0.02 0.29 0.18
N -0.933841 1.352090 0.483518 0.57 -0.48 -0.95
C -1.561765 -0.979826 0.013308 0.23 0.95 2.65
N 1.406870 -1.194021 0.445331 0.35 -0.41 0.14
H -1.934552 1.548023 0.448219 -0.04 -0.39 0.27
H -1.515676 -0.945934 1.197230 -0.85 -1.94 -1.90
H 0.775767 -1.862501 0.884467 -0.21 0.10 -0.12
H 1.435616 1.021043 -1.652277 -0.03 0.08 -0.06
H 1.420631 1.895448 -0.126149 0.01 0.04 -0.02
H 2.727773 0.718529 -0.475099 0.02 -0.02 0.00
H -2.566012 -0.672821 -0.267595 0.08 -0.12 -0.12
H -1.161279 -1.841103 -0.514820 -0.21 -0.12 0.43
```
Forces are in eV/Å.

Values from the calculation:
F_max	2.85	eV/Å
energy relative to the best compared isomer or geometry (same formula, charge and spin)	125.92	kJ/mol
SMILES	[H]/N=C(C)\C(C)=N\[H]
Kohn-Sham gap	10.290	eV
HOMO energy	-9.57	eV
M	84.12	g/mol
calculated total energy	-266.67404	a.u.

Charges computed using Löwdin, reported in e: -0.0522, -0.4284, -0.4055, 0.1303, -0.0309, 0.1513, 0.0557, 0.1469, 0.0484, 0.0839, 0.0693, 0.0763, 0.0760, 0.0789